{"formula": "C33H39O24PSSi2", "method": "ωB97M-V/def2-TZVPD", "species": ["C", "Si", "O", "Si", "C", "C", "C", "C", "O", "C", "O", "C", "C", "C", "S", "O", "O", "O", "P", "O", "O", "H", "H", "H", "H", "H", "H", "H", "H", "H", "H", "H", "H", "H", "H", "H", "H", "H", "H", "H", "H", "H", "H", "H", "C", "C", "C", "O", "C", "C", "C", "O", "O", "O", "H", "H", "H", "H", "C", "C", "C", "O", "C", "C", "C", "O", "O", "O", "H", "H", "H", "H", "C", "C", "C", "O", "C", "C", "C", "O", "O", "O", "H", "H", "H", "H", "C", "C", "C", "O", "C", "C", "C", "O", "O", "O", "H", "H", "H", "H"], "positions_angstrom": [[-0.608, 0.465, -0.076], [-1.431, 1.259, -1.547], [-1.473, 0.240, -2.860], [-0.244, -0.018, -3.956], [-0.320, -1.812, -4.449], [-0.301, -2.763, -3.229], [1.032, -3.488, -3.068], [1.018, -4.424, -1.871], [2.140, -5.328, -1.924], [1.847, -6.548, -2.430], [2.246, -6.930, -3.490], [1.429, 0.364, -3.190], [1.993, 1.808, -3.170], [1.359, 2.772, -4.164], [2.173, 4.352, -4.190], [3.558, 4.168, -4.471], [1.368, 5.264, -4.941], [2.113, 4.793, -2.648], [-3.575, 1.776, -1.003], [-4.004, 2.781, -2.240], [-4.290, 0.338, -1.382], [-1.285, 0.428, 0.776], [0.296, 1.005, 0.212], [-0.316, -0.556, -0.331], [-0.755, 2.540, -1.901], [-0.475, 0.835, -5.144], [-1.237, -1.960, -5.023], [0.517, -2.043, -5.113], [-1.099, -3.504, -3.324], [-0.516, -2.221, -2.300], [1.831, -2.757, -2.919], [1.262, -4.072, -3.962], [0.082, -4.994, -1.845], [1.106, -3.880, -0.931], [1.250, -7.181, -1.756], [1.441, -0.013, -2.163], [2.125, -0.280, -3.739], [1.911, 2.212, -2.161], [3.061, 1.774, -3.393], [1.464, 2.417, -5.191], [0.309, 2.991, -3.962], [1.183, 4.809, -2.374], [-3.573, 2.590, -3.081], [-3.831, -0.171, -2.063], [5.413, -10.018, -1.075], [6.503, -10.653, -1.528], [7.283, -10.163, -2.731], [8.266, -10.816, -3.038], [6.818, -8.989, -3.428], [5.718, -8.356, -2.988], [4.964, -8.820, -1.754], [4.017, -8.148, -1.387], [5.217, -7.292, -3.587], [7.008, -11.745, -0.979], [4.860, -10.352, -0.209], [7.364, -8.660, -4.300], [4.372, -7.058, -3.157], [7.797, -11.970, -1.514], [-4.324, 2.323, 4.710], [-4.054, 1.551, 3.647], [-2.915, 0.555, 3.646], [-2.764, -0.106, 2.632], [-2.080, 0.444, 4.820], [-2.352, 1.217, 5.882], [-3.505, 2.200, 5.892], [-3.671, 2.828, 6.924], [-1.662, 1.199, 7.009], [-4.758, 1.575, 2.531], [-5.143, 3.029, 4.722], [-1.265, -0.264, 4.807], [-2.091, 1.855, 7.595], [-4.348, 0.943, 1.908], [-8.787, 1.128, 8.192], [-7.465, 1.065, 7.973], [-6.873, 0.300, 6.805], [-5.657, 0.309, 6.716], [-7.759, -0.375, 5.886], [-9.081, -0.308, 6.105], [-9.676, 0.452, 7.276], [-10.891, 0.445, 7.360], [-9.988, -0.887, 5.338], [-6.562, 1.657, 8.735], [-9.216, 1.671, 9.022], [-7.329, -0.916, 5.055], [-10.856, -0.664, 5.734], [-5.691, 1.480, 8.323], [4.639, 7.960, 0.463], [5.475, 8.983, 0.236], [5.472, 9.761, -1.066], [6.270, 10.680, -1.145], [4.553, 9.371, -2.109], [3.723, 8.339, -1.888], [3.699, 7.586, -0.571], [2.870, 6.701, -0.463], [2.858, 7.893, -2.781], [6.368, 9.419, 1.108], [4.628, 7.409, 1.392], [4.571, 9.914, -3.042], [2.427, 7.106, -2.392], [6.821, 10.170, 0.671]], "lowdin_charge": [-0.1944, 0.3858, -0.3849, 0.5142, -0.2498, -0.2506, -0.1797, -0.1788, -0.0416, -0.3527, 0.0975, -0.2404, -0.2653, -0.2872, 0.5824, -0.2529, -0.2681, -0.1685, 0.7119, -0.3517, -0.3451, 0.0011, 0.0353, 0.0277, -0.0056, 0.0213, 0.0770, 0.0811, 0.1140, 0.0901, 0.1164, 0.1254, 0.1267, 0.1300, 0.1553, 0.0736, 0.0818, 0.0994, 0.1138, 0.1106, 0.0783, 0.1016, 0.0363, 0.0294, 0.0708, -0.2364, -0.3153, 0.0987, 0.0701, -0.2230, -0.2970, 0.0983, 0.1247, 0.1152, 0.1339, 0.1353, 0.0868, 0.1195, 0.0620, -0.2307, -0.3046, 0.0787, 0.0739, -0.2324, -0.3299, 0.0918, 0.1211, 0.0992, 0.1395, 0.1349, 0.1210, 0.0884, 0.0728, -0.2270, -0.2983, 0.0963, 0.0747, -0.2320, -0.3112, 0.1037, 0.1206, 0.1239, 0.1361, 0.1357, 0.1214, 0.1110, 0.0707, -0.2351, -0.3131, 0.0998, 0.0729, -0.2254, -0.3059, 0.0967, 0.1202, 0.1155, 0.1341, 0.1361, 0.0908, 0.1196], "energy_ev": -119874.3930, "homo_ev": -9.10, "orbital_gap_ev": 7.51, "multiplicity": 1, "largest_force_ev_per_a": 0.39, "lumo_energy_ev": -1.6}

---

{"formula": "C33H40BrF10O30P", "method": "ωB97M-V/def2-TZVPD", "species": ["O", "C", "O", "C", "C", "F", "O", "H", "H", "H", "O", "C", "O", "C", "C", "F", "O", "H", "H", "H", "O", "C", "O", "C", "C", "F", "O", "H", "H", "H", "O", "C", "O", "C", "C", "F", "O", "H", "H", "H", "O", "C", "O", "C", "C", "F", "O", "H", "H", "H", "O", "C", "O", "C", "C", "F", "O", "H", "H", "H", "O", "C", "O", "C", "C", "F", "O", "H", "H", "H", "O", "C", "O", "C", "C", "F", "O", "H", "H", "H", "O", "C", "O", "C", "C", "F", "O", "H", "H", "H", "O", "C", "O", "C", "C", "F", "O", "H", "H", "H", "C", "C", "C", "P", "Br", "H", "H", "H", "H", "H", "H", "H", "H", "H", "H"], "positions_angstrom": [[-3.776, -5.273, 3.321], [-3.166, -4.622, 4.105], [-3.733, -3.888, 5.090], [-2.669, -3.361, 5.893], [-1.520, -3.383, 4.932], [-0.344, -3.606, 5.575], [-1.811, -4.511, 4.111], [-2.506, -4.008, 6.752], [-2.897, -2.362, 6.243], [-1.438, -2.500, 4.315], [-2.539, -5.533, -3.483], [-2.286, -4.872, -4.430], [-2.185, -3.517, -4.413], [-1.737, -3.111, -5.706], [-2.164, -4.266, -6.566], [-1.309, -4.458, -7.602], [-2.067, -5.366, -5.679], [-0.652, -2.984, -5.693], [-2.199, -2.171, -6.004], [-3.186, -4.193, -6.946], [-0.966, -0.556, 5.221], [-0.486, -0.179, 4.199], [0.236, 0.957, 4.071], [0.745, 0.985, 2.732], [-0.228, 0.098, 2.011], [0.378, -0.573, 0.990], [-0.602, -0.834, 3.014], [1.763, 0.589, 2.719], [0.760, 1.999, 2.338], [-1.116, 0.610, 1.640], [3.100, 1.702, 0.548], [2.779, 1.653, -0.593], [2.819, 0.528, -1.347], [2.227, 0.843, -2.609], [2.405, 2.332, -2.675], [1.380, 2.926, -3.358], [2.329, 2.715, -1.310], [1.175, 0.548, -2.600], [2.733, 0.322, -3.420], [3.365, 2.657, -3.094], [5.115, 3.526, -3.201], [4.898, 4.321, -4.059], [5.600, 5.462, -4.237], [5.122, 6.070, -5.443], [3.747, 5.482, -5.564], [3.385, 5.331, -6.864], [3.906, 4.198, -4.978], [5.769, 5.789, -6.272], [5.110, 7.155, -5.359], [2.973, 6.033, -5.032], [-2.943, 0.483, 2.102], [-3.506, 1.233, 2.830], [-4.839, 1.218, 3.058], [-5.102, 2.173, 4.089], [-3.920, 3.092, 3.976], [-3.573, 3.608, 5.179], [-2.892, 2.219, 3.534], [-5.141, 1.665, 5.054], [-6.049, 2.682, 3.919], [-4.045, 3.902, 3.254], [7.209, 8.451, -6.412], [8.040, 7.623, -6.568], [9.352, 7.790, -6.280], [9.994, 6.528, -6.474], [9.060, 5.844, -7.431], [9.043, 4.502, -7.234], [7.796, 6.378, -7.068], [10.065, 6.004, -5.518], [10.995, 6.655, -6.882], [9.257, 6.056, -8.484], [-1.987, 8.995, -6.149], [-1.479, 7.929, -6.138], [-1.732, 6.949, -7.044], [-0.829, 5.877, -6.771], [-0.491, 6.110, -5.326], [0.779, 5.714, -5.041], [-0.570, 7.518, -5.210], [0.046, 5.963, -7.420], [-1.302, 4.912, -6.943], [-1.183, 5.646, -4.620], [3.296, -8.693, 2.739], [2.756, -7.926, 3.460], [1.420, -7.913, 3.702], [1.188, -6.940, 4.722], [2.382, -6.043, 4.586], [2.744, -5.518, 5.784], [3.392, -6.938, 4.150], [1.147, -7.437, 5.694], [0.249, -6.414, 4.556], [2.261, -5.240, 3.855], [-2.083, -2.426, 8.453], [-2.976, -1.934, 9.054], [-2.825, -1.196, 10.182], [-4.111, -0.671, 10.519], [-5.036, -1.642, 9.841], [-6.177, -1.036, 9.426], [-4.287, -2.042, 8.705], [-4.207, 0.340, 10.119], [-4.251, -0.640, 11.598], [-5.286, -2.521, 10.440], [-1.625, -5.435, -0.106], [-1.962, -4.009, -0.633], [-2.987, -3.372, 0.374], [-4.700, -4.216, 0.088], [-6.727, -5.331, -0.323], [-1.494, -5.341, 0.991], [-0.687, -5.843, -0.521], [-2.437, -6.167, -0.246], [-2.350, -4.002, -1.662], [-1.040, -3.391, -0.660], [-3.041, -2.273, 0.251], [-2.643, -3.556, 1.412], [-4.695, -4.738, 1.410], [-4.187, -4.958, -1.019], [-5.310, -2.963, -0.207]], "lowdin_charge": [0.1361, -0.5519, 0.0905, -0.0592, -0.3057, 0.0811, 0.1211, 0.1385, 0.1213, 0.1319, 0.1823, -0.5414, 0.0677, -0.0613, -0.3159, 0.0743, 0.1431, 0.1456, 0.1397, 0.1755, 0.1663, -0.5458, 0.0879, -0.0470, -0.3101, 0.0707, 0.1179, 0.1433, 0.1422, 0.1358, 0.1713, -0.5475, 0.0806, -0.0504, -0.3064, 0.0573, 0.1422, 0.1438, 0.1426, 0.1261, 0.1660, -0.5357, 0.0964, -0.0483, -0.3066, 0.0787, 0.1354, 0.1273, 0.1420, 0.1569, 0.1638, -0.5204, 0.0932, -0.0483, -0.3075, 0.0839, 0.1410, 0.1490, 0.1439, 0.1765, 0.1837, -0.5484, 0.0856, -0.0516, -0.3067, 0.0805, 0.1056, 0.1496, 0.1435, 0.1770, 0.1919, -0.5501, 0.0772, -0.0566, -0.3047, 0.0620, 0.1376, 0.1462, 0.1420, 0.1771, 0.1807, -0.5527, 0.0780, -0.0570, -0.3167, 0.0736, 0.1340, 0.1480, 0.1283, 0.1761, 0.1780, -0.5354, 0.0850, -0.0565, -0.3122, 0.0760, 0.1336, 0.1468, 0.1423, 0.1765, -0.1181, -0.3234, -0.3924, 0.4781, -0.0055, 0.0629, 0.0712, 0.0661, 0.0543, 0.0965, 0.0586, 0.0463, -0.0354, -0.0273, -0.0208], "energy_ev": -202800.5036, "homo_ev": -8.21, "orbital_gap_ev": 8.22, "smiles": "O=C1OC[C@@H](F)O1.O=C1OC[C@@H](F)O1.O=C1OC[C@@H](F)O1.O=C1OC[C@@H](F)O1.O=C1OC[C@@H](F)O1.O=C1OC[C@@H](F)O1.O=C1OC[C@@H](F)O1.O=C1OC[C@@H](F)O1.O=C1OC[C@@H](F)O1.O=C1OC[C@@H](F)O1.CCC[PH3]Br", "multiplicity": 1, "largest_force_ev_per_a": 2.41, "lumo_energy_ev": 0.0}